Below is 2 unconnected molecules or ions with the total composition C12H16N2O at a distorted geometry, with properties calculated with ωB97M-V/def2-TZVPD.

Geometry as ORCA input:
```
! wB97M-V def2-TZVPD RIJCOSX def2/J DEFGRID3
* xyz 0 1
C -0.400 -0.678 -2.972
C 0.289 0.419 -2.123
C 0.482 1.754 -2.421
N 1.449 2.251 -1.581
C 1.826 1.328 -0.715
C 2.806 1.500 0.309
C 3.133 0.325 1.039
C 2.452 -0.867 0.842
C 1.438 -1.013 -0.213
C 1.104 0.087 -0.960
H -0.821 -1.517 -2.348
H 0.205 -1.180 -3.593
H -1.088 -0.263 -3.748
H -0.051 2.235 -3.187
H 1.718 3.281 -1.538
H 3.155 2.494 0.745
H 3.787 0.470 1.872
H 2.610 -1.815 1.510
H 1.053 -1.979 -0.452
C -1.309 -0.001 2.663
C -2.365 0.234 1.632
C -2.256 -0.761 0.496
N -2.766 -2.013 0.961
O -1.795 -0.588 -0.650
H -0.428 0.660 2.564
H -0.853 -1.033 2.683
H -1.743 0.053 3.719
H -3.333 0.303 2.098
H -2.198 1.261 1.191
H -2.892 -2.827 0.285
H -3.212 -2.119 1.893
*
```

Computed properties:
frontier orbital gap	8.11	eV
total energy	-651.56692	a.u.
HOMO	-7.31	eV

Atomic partial charges in e from the Mulliken method, atoms 1 to 6: -1.444 0.428 -0.735 0.009 -0.252 -0.750

***

Below is 8 unconnected molecules or ions with the total composition C32H65FNO14, with properties calculated with ωB97M-V/def2-TZVPD.

Geometry as ORCA input:
```
! wB97M-V def2-TZVPD RIJCOSX def2/J DEFGRID3
* xyz -1 1
C 0.758 5.114 2.974
N -0.572 5.538 3.290
C -1.316 4.393 3.589
C -2.782 4.710 3.874
C -3.624 4.344 2.703
F -4.859 5.037 2.668
H 1.389 5.967 2.735
H 1.226 4.566 3.820
H 0.790 4.428 2.107
H -0.898 3.803 4.443
H -1.307 3.652 2.737
H -3.111 4.162 4.755
H -2.846 5.782 4.035
H -3.096 4.586 1.787
H -3.889 3.289 2.702
O 2.446 4.150 0.038
C 1.911 4.145 -1.036
O 2.069 5.265 -1.809
C 1.567 5.348 -3.136
C 0.113 5.777 -3.175
C 0.990 3.051 -1.541
H 1.724 4.410 -3.672
H 2.193 6.100 -3.616
H -0.531 5.044 -2.692
H -0.219 5.900 -4.208
H -0.009 6.724 -2.651
H -0.023 3.237 -1.190
H 1.309 2.104 -1.117
H 0.973 2.958 -2.625
O -8.414 1.820 1.438
C -8.101 2.088 2.556
O -8.526 1.250 3.540
C -8.065 1.368 4.888
C -8.869 2.371 5.689
C -7.321 3.320 2.923
H -6.999 1.594 4.911
H -8.190 0.369 5.302
H -8.763 3.379 5.288
H -8.532 2.381 6.726
H -9.926 2.106 5.667
H -8.022 4.142 3.068
H -6.660 3.582 2.105
H -6.714 3.222 3.817
O -1.464 0.985 -1.109
C -1.266 -0.139 -1.489
O -0.132 -0.358 -2.196
C 0.309 -1.656 -2.608
C -0.269 -2.055 -3.948
C -2.253 -1.265 -1.279
H 0.116 -2.403 -1.841
H 1.390 -1.542 -2.674
H -1.353 -2.161 -3.893
H 0.162 -3.000 -4.271
H -0.046 -1.288 -4.691
H -2.986 -1.233 -2.084
H -2.773 -1.085 -0.344
H -1.819 -2.260 -1.240
O -5.017 -3.388 -0.330
C -5.982 -2.713 -0.554
O -5.797 -1.458 -1.001
C -6.868 -0.633 -1.485
C -7.579 0.114 -0.384
C -7.388 -3.207 -0.284
H -7.555 -1.225 -2.091
H -6.373 0.071 -2.151
H -8.077 -0.565 0.309
H -8.330 0.782 -0.811
H -6.867 0.712 0.182
H -7.632 -2.987 0.755
H -7.395 -4.284 -0.419
H -8.151 -2.766 -0.920
O 2.107 -4.129 -2.974
C 3.079 -4.328 -3.649
O 3.010 -3.977 -4.955
C 4.150 -3.983 -5.818
C 4.405 -5.346 -6.426
C 4.342 -4.945 -3.108
H 5.027 -3.598 -5.297
H 3.898 -3.263 -6.595
H 4.651 -6.085 -5.663
H 5.235 -5.293 -7.130
H 3.519 -5.690 -6.957
H 4.296 -6.026 -3.241
H 4.423 -4.731 -2.048
H 5.243 -4.574 -3.588
O 5.840 -3.315 -0.739
C 5.280 -2.248 -0.744
O 6.034 -1.143 -0.903
C 5.457 0.168 -1.026
C 5.175 0.803 0.319
C 3.800 -2.113 -0.478
H 4.567 0.132 -1.654
H 6.210 0.737 -1.568
H 4.430 0.244 0.885
H 4.803 1.818 0.186
H 6.087 0.843 0.913
H 3.659 -2.057 0.601
H 3.291 -3.003 -0.842
H 3.338 -1.241 -0.933
O 5.726 -3.335 4.908
C 6.707 -3.324 4.221
O 6.596 -2.908 2.941
C 7.731 -2.718 2.090
C 8.156 -3.999 1.408
C 8.044 -3.828 4.726
H 8.549 -2.252 2.643
H 7.395 -1.998 1.347
H 8.493 -4.753 2.121
H 8.969 -3.799 0.710
H 7.316 -4.404 0.850
H 8.090 -4.903 4.557
H 8.083 -3.646 5.796
H 8.908 -3.365 4.258
*
```

Computed properties:
frontier orbital gap	2.84	eV
total energy	-2466.23946	a.u.
HOMO	-1.12	eV

Atomic partial charges in e from the Mulliken method, atoms 1 to 6: -0.532 -0.875 -0.194 -0.600 -0.339 -0.366

***

Below is a molecular structure, C22H38NO2P3Sn at a distorted geometry, with properties calculated with ωB97M-V/def2-TZVPD.

Geometry as ORCA input:
```
! wB97M-V def2-TZVPD RIJCOSX def2/J DEFGRID3
* xyz 4 1
P 3.468 -0.209 0.336
C 4.254 -0.444 1.978
H 5.361 -0.480 1.889
H 3.833 -1.364 2.430
H 3.915 0.408 2.599
C 3.856 -1.766 -0.565
H 3.543 -1.653 -1.621
H 3.247 -2.578 -0.128
H 4.938 -1.997 -0.488
C 4.515 0.997 -0.552
H 5.569 0.662 -0.568
H 4.386 1.972 -0.048
H 4.120 1.100 -1.579
P -1.000 3.605 -0.172
C -1.122 4.685 1.334
H -1.601 5.659 1.067
H -0.091 4.799 1.743
H -1.717 4.096 2.071
C 0.020 4.611 -1.333
H -0.052 4.162 -2.342
H 1.074 4.515 -1.004
H -0.327 5.664 -1.312
C -2.677 3.724 -0.919
H -2.912 4.788 -1.107
H -3.379 3.241 -0.213
H -2.678 3.130 -1.851
P -2.860 -2.026 0.383
C -3.612 -2.416 1.980
H -4.285 -3.302 1.869
H -4.173 -1.523 2.322
H -2.808 -2.622 2.714
C -4.190 -1.835 -0.829
H -4.927 -2.657 -0.693
H -3.761 -1.857 -1.848
H -4.659 -0.850 -0.669
C -1.985 -3.525 -0.159
H -2.727 -4.328 -0.363
H -1.276 -3.861 0.616
H -1.412 -3.332 -1.080
Sn -0.117 0.228 -1.580
C 1.238 1.147 0.253
O 1.146 1.834 1.209
C -1.808 -0.232 0.255
O -1.958 0.749 1.000
C -1.422 0.022 -3.492
C -0.759 -1.204 -3.281
C 0.650 -1.231 -3.185
C 1.389 -0.047 -3.387
C 0.723 1.176 -3.568
C -0.684 1.218 -3.589
H -2.499 0.039 -3.614
H -1.318 -2.134 -3.254
H 1.165 -2.183 -3.074
H 2.472 -0.090 -3.443
H 1.294 2.082 -3.749
H -1.198 2.155 -3.788
C 0.716 -2.609 4.248
C 0.322 -1.283 4.435
C 0.107 -0.473 3.306
N 0.281 -0.935 2.064
C 0.665 -2.193 1.882
C 0.886 -3.079 2.947
H 0.890 -3.256 5.100
H 0.169 -0.842 5.418
H -0.214 0.567 3.433
H 0.813 -2.526 0.847
H 1.183 -4.096 2.720
*
```

Computed properties:
frontier orbital gap (alpha / beta)	4.53 / 4.40	eV
total energy	-2302.93337	a.u.
HOMO (alpha / beta)	-18.99 / -18.77	eV

Atomic partial charges in e from the Mulliken method, atoms 1 to 6: 0.752 -1.112 0.484 0.343 0.381 -1.080

***

Below is a molecular structure, C30H24BLiN3O3PSe2, with properties calculated with ωB97M-V/def2-TZVPD.

Geometry as ORCA input:
```
! wB97M-V def2-TZVPD RIJCOSX def2/J DEFGRID3
* xyz -2 1
Li 0.999 2.837 0.119
O 5.203 2.543 0.108
C 3.997 2.859 -0.031
N 2.917 2.179 0.258
C 3.138 0.875 0.815
C 1.828 0.207 1.168
C 1.814 -1.054 1.760
C 0.605 -1.661 2.037
C -0.569 -0.994 1.714
C -0.466 0.261 1.146
N 0.700 0.855 0.883
C 3.693 4.223 -0.636
C 4.743 5.074 -0.970
C 4.453 6.309 -1.519
C 3.123 6.660 -1.715
C 2.143 5.750 -1.348
N 2.416 4.559 -0.824
H 3.775 0.910 1.712
H 3.674 0.217 0.115
H 2.752 -1.553 1.972
H 0.574 -2.651 2.476
H -1.539 -1.449 1.861
H -1.349 0.829 0.876
H 5.750 4.727 -0.787
H 5.249 6.993 -1.791
H 2.846 7.616 -2.141
H 1.089 5.974 -1.472
Se -2.940 -3.025 -0.804
P -1.068 -4.055 -0.919
Se 0.645 -3.127 -1.795
C -1.363 -5.708 -1.699
C -0.453 -6.256 -2.594
C -0.671 -7.517 -3.137
C -1.797 -8.244 -2.785
C -2.712 -7.701 -1.890
C -2.498 -6.440 -1.356
C -0.592 -4.644 0.772
C 0.689 -5.145 0.991
C 1.068 -5.588 2.249
C 0.171 -5.527 3.309
C -1.107 -5.030 3.098
C -1.487 -4.596 1.833
H 0.421 -5.673 -2.861
H 0.044 -7.930 -3.840
H -1.968 -9.227 -3.208
H -3.600 -8.259 -1.615
H -3.221 -5.996 -0.682
H 1.396 -5.146 0.170
H 2.072 -5.963 2.408
H 0.472 -5.855 4.297
H -1.808 -4.968 3.922
H -2.476 -4.188 1.657
O -1.165 5.201 -0.926
B -0.966 4.226 0.151
O -2.056 4.524 1.069
C -2.788 5.547 0.575
C -3.904 6.156 1.109
C -4.474 7.209 0.385
C -3.934 7.621 -0.826
C -2.802 6.995 -1.360
C -2.246 5.960 -0.640
H -4.318 5.825 2.052
H -5.353 7.709 0.775
H -4.397 8.437 -1.367
H -2.375 7.305 -2.305
*
```

Computed properties:
frontier orbital gap	6.18	eV
total energy	-6724.45020	a.u.
HOMO	-1.97	eV

Atomic partial charges in e from the Mulliken method, atoms 1 to 6: 0.977 -0.879 -0.169 -0.172 -0.527 0.488

***

Below is a molecular structure, C12H12F5N4OPbS5Sb, with properties calculated with ωB97M-V/def2-TZVPD.

Geometry as ORCA input:
```
! wB97M-V def2-TZVPD RIJCOSX def2/J DEFGRID3
* xyz 1 2
Pb 0.175 0.392 0.945
S 1.927 3.620 -0.535
Sb -0.522 3.414 -0.613
S 1.220 1.774 -1.243
S -0.855 2.710 1.585
F 2.000 -7.405 1.438
C 1.506 -6.406 0.741
C 1.630 -5.105 1.225
F 2.244 -4.896 2.382
C 1.111 -4.067 0.494
F 1.240 -2.836 0.973
C 0.452 -4.269 -0.742
S -0.175 -2.992 -1.643
C 0.354 -5.610 -1.191
F -0.247 -5.873 -2.335
C 0.869 -6.660 -0.468
F 0.766 -7.907 -0.901
O -1.793 0.923 -1.041
S -2.259 -0.229 -1.916
C -3.647 0.371 -2.906
C -4.709 -0.717 -2.821
C -4.781 -1.080 -1.338
C -3.334 -1.287 -0.888
H -3.293 0.589 -3.911
H -3.968 1.292 -2.415
H -4.408 -1.587 -3.411
H -5.660 -0.367 -3.219
H -5.377 -1.972 -1.157
H -5.231 -0.258 -0.780
H -2.999 -2.313 -1.047
H -3.134 -1.003 0.144
N 6.092 2.942 3.480
C 4.923 2.676 2.892
N 4.332 3.629 2.160
N 4.414 1.464 3.078
C 3.303 1.186 2.473
N 2.303 0.885 1.965
H 6.561 3.823 3.378
H 6.526 2.212 4.017
H 4.719 4.552 2.079
H 3.419 3.466 1.754
*
```

Computed properties:
expectation value of S²	0.78
frontier orbital gap (alpha / beta)	8.12 / 6.08	eV
total energy	-3681.93524	a.u.
HOMO (alpha / beta)	-11.16 / -11.16	eV

Atomic partial charges in e from the Mulliken method, atoms 1 to 6: 1.026 -0.315 0.614 -0.199 -0.559 -0.260

***

Below is a molecular structure, C33H48BrMnN3P2Se at a distorted geometry, with properties calculated with ωB97M-V/def2-TZVPD.

Geometry as ORCA input:
```
! wB97M-V def2-TZVPD RIJCOSX def2/J DEFGRID3
* xyz 2 6
N -5.338 1.424 -3.860
C -5.255 2.000 -2.656
C -4.061 2.007 -1.912
C -2.888 1.485 -2.499
C -2.993 0.905 -3.760
C -4.239 0.885 -4.386
C -1.576 1.664 -1.820
Mn -0.414 0.253 -1.129
P 1.727 0.039 -1.075
C -0.286 1.488 -2.592
C 0.688 2.646 -2.593
C 1.653 2.728 -3.611
C 2.670 3.690 -3.537
C 2.686 4.636 -2.475
C 1.670 4.599 -1.503
C 0.678 3.603 -1.556
Br 4.025 5.885 -2.360
H -1.607 2.518 -1.128
H -0.352 0.994 -3.566
H -4.063 2.424 -0.901
H -2.134 0.498 -4.295
H -6.164 2.464 -2.255
H -4.353 0.400 -5.355
H 1.606 2.059 -4.489
H -0.087 3.553 -0.777
H 3.425 3.738 -4.315
H 1.616 5.342 -0.716
P -1.341 -1.913 -1.584
C 2.839 1.375 -0.468
C 4.348 1.403 -0.663
H 2.623 1.453 0.606
H 2.451 2.298 -0.917
H 4.689 2.328 -0.165
H 4.853 0.545 -0.203
H 4.656 1.484 -1.715
C 2.424 -0.588 -2.668
C 3.905 -0.908 -2.842
H 2.143 0.154 -3.429
H 1.839 -1.494 -2.877
H 3.996 -1.322 -3.857
H 4.535 -0.016 -2.792
H 4.289 -1.660 -2.139
C 1.347 -1.371 0.098
C 2.021 -1.674 1.453
H 1.396 -2.280 -0.529
H 0.254 -1.168 0.323
H 1.282 -2.053 2.184
H 2.754 -2.479 1.303
H 2.547 -0.832 1.913
C -1.546 -2.940 -0.035
C -1.923 -4.408 -0.216
H -2.307 -2.416 0.565
H -0.614 -2.885 0.543
H -2.950 -4.531 -0.580
H -1.242 -4.920 -0.906
H -1.848 -4.908 0.761
C -0.344 -2.993 -2.718
C -0.276 -2.492 -4.164
H -0.816 -3.985 -2.689
H 0.666 -3.104 -2.292
H -1.107 -2.904 -4.756
H -0.319 -1.395 -4.239
H 0.657 -2.824 -4.641
C -2.991 -2.154 -2.353
C -4.180 -1.673 -1.531
H -3.094 -3.232 -2.554
H -2.963 -1.643 -3.327
H -4.211 -0.579 -1.485
H -5.109 -2.016 -2.013
H -4.167 -2.061 -0.504
C -2.472 -0.967 3.691
N -1.275 -0.164 3.523
C -0.898 0.477 2.382
Se -1.878 0.436 0.786
N 0.304 1.059 2.665
C 0.729 0.723 3.961
C 2.004 0.753 4.517
C 2.192 -0.001 5.693
C 1.162 -0.783 6.253
C -0.101 -0.827 5.647
C -0.280 -0.047 4.509
H -3.124 -0.841 2.818
H -3.003 -0.638 4.599
H -2.212 -2.030 3.813
H 0.840 1.604 1.993
H 2.787 1.346 4.033
H 3.160 0.009 6.186
H 1.351 -1.366 7.154
H -0.922 -1.450 5.998
*
```

Computed properties:
expectation value of S²	8.85
frontier orbital gap (alpha / beta)	7.53 / 4.58	eV
total energy	-8259.07832	a.u.
HOMO (alpha / beta)	-13.09 / -13.31	eV

Atomic partial charges in e from the Mulliken method, atoms 1 to 6: -0.583 -0.529 -0.080 0.411 -0.100 -0.380

***

Below is 6 unconnected molecules or ions with the total composition C15H42O6 at a distorted geometry, with properties calculated with ωB97M-V/def2-TZVPD.

Geometry as ORCA input:
```
! wB97M-V def2-TZVPD RIJCOSX def2/J DEFGRID3
* xyz 0 1
C -1.494 1.959 -4.325
C -0.534 0.847 -3.960
C -0.508 -0.289 -5.045
O 0.725 1.435 -3.886
H -1.200 2.739 -5.027
H -1.801 2.551 -3.464
H -2.389 1.413 -4.626
H -0.699 0.417 -2.972
H 0.150 -1.055 -4.636
H -0.092 0.021 -6.004
H -1.511 -0.666 -5.247
H 0.582 2.313 -3.523
C 1.685 -2.335 0.205
C 2.358 -1.673 -1.064
C 2.765 -2.755 -2.111
O 1.481 -0.774 -1.657
H 0.672 -2.738 0.173
H 1.579 -1.613 1.015
H 2.266 -3.230 0.429
H 3.222 -1.050 -0.830
H 2.887 -3.741 -1.664
H 3.787 -2.525 -2.414
H 1.972 -2.799 -2.857
H 2.071 -0.222 -2.175
C -3.981 -0.580 -1.748
C -3.441 -2.028 -1.502
C -2.247 -2.512 -2.230
O -3.247 -1.906 -0.089
H -4.603 -0.554 -2.643
H -3.084 0.032 -1.848
H -4.616 -0.078 -1.019
H -4.169 -2.839 -1.498
H -2.498 -2.863 -3.231
H -1.741 -3.408 -1.870
H -1.438 -1.782 -2.219
H -2.426 -1.440 0.084
C 1.205 -0.459 5.517
C 1.436 0.920 4.924
C 1.243 2.111 5.891
O 2.892 1.016 4.619
H 1.572 -1.183 4.790
H 0.150 -0.629 5.731
H 1.862 -0.659 6.365
H 0.786 1.285 4.129
H 1.502 3.049 5.401
H 1.847 1.842 6.757
H 0.197 2.222 6.178
H 2.982 1.770 4.031
C -1.779 1.226 1.902
C -0.789 1.111 0.716
C 0.638 1.033 1.285
O -0.945 -0.126 0.032
H -1.877 0.352 2.546
H -2.791 1.387 1.532
H -1.631 2.112 2.519
H -1.032 1.851 -0.045
H 0.771 0.380 2.147
H 0.945 2.022 1.623
H 1.435 0.851 0.563
H -0.165 -0.247 -0.514
O 2.953 3.495 2.664
H 3.149 4.249 2.107
H 2.962 2.747 2.067
*
```

Computed properties:
frontier orbital gap	9.26	eV
total energy	-1048.04675	a.u.
HOMO	-9.13	eV

Atomic partial charges in e from the Mulliken method, atoms 1 to 6: -1.548 1.692 -1.327 -0.591 0.364 0.422